(1)
{"formula": "C6H26O9", "method": "ωB97M-V with the def2-TZVPD basis set", "symbols": ["C", "C", "C", "C", "C", "C", "H", "H", "H", "H", "H", "H", "H", "H", "O", "H", "H", "O", "H", "H", "O", "H", "H", "O", "H", "H", "O", "H", "H", "O", "H", "H", "O", "H", "H", "O", "H", "H", "O", "H", "H"], "xyz": [[-2.450879, 1.557916, 2.335485], [-1.175732, 1.511894, 1.965477], [-0.021796, 1.548978, 2.924547], [-0.162163, 1.329394, 4.232717], [1.315894, 1.469457, 2.293571], [1.594525, 0.633152, 1.304832], [-3.296909, 1.566413, 1.665820], [-2.700607, 1.691573, 3.381131], [-0.936178, 1.347183, 0.924316], [0.612226, 1.222588, 4.978395], [-1.166799, 1.193821, 4.608232], [2.083950, 2.140979, 2.665180], [2.539041, 0.517277, 0.801222], [0.805891, 0.006496, 0.898988], [2.420818, 0.318913, -2.321442], [2.575217, 1.086519, -2.895975], [2.415275, 0.875327, -1.522436], [-2.658472, 0.075232, -1.140510], [-2.413376, -0.590152, -0.475564], [-3.625078, 0.081241, -1.081439], [0.563654, -3.906095, -3.306411], [1.001228, -3.745187, -2.473420], [-0.218017, -4.455078, -3.334222], [2.001620, 3.168909, -0.332857], [2.407657, 3.947770, 0.048585], [1.138977, 2.974944, 0.037761], [1.188592, -1.203897, -5.115510], [1.951303, -1.172696, -4.522737], [0.551052, -1.566038, -4.472264], [0.820528, -1.856329, 3.219552], [1.682886, -1.500359, 3.476643], [0.252911, -1.287518, 3.757118], [-1.347819, -2.103319, 0.466673], [-1.497499, -3.038075, 0.649505], [-1.543576, -1.677545, 1.313308], [-0.243187, 0.951719, -2.191496], [-1.062388, 1.114608, -1.701416], [-0.019573, 0.048783, -1.944029], [-0.792080, -1.632905, -2.947274], [-1.290345, -1.008861, -2.403465], [-1.300791, -1.637036, -3.766585]], "forces_ev_per_a": [[0.0, 0.4, 0.4], [-0.2, -0.3, 0.6], [0.2, -1.2, -0.5], [-0.8, 0.2, 0.0], [0.6, 0.5, -0.1], [-0.7, -0.3, -0.3], [0.1, -0.2, -0.3], [-0.1, 0.0, 0.0], [0.1, 0.2, -0.1], [0.4, 0.2, -0.3], [-0.1, 0.1, 0.2], [0.1, -0.1, 0.1], [0.3, 0.3, 0.2], [0.1, -0.1, 0.1], [0.7, 1.3, 0.4], [-0.2, -0.6, -0.7], [-0.3, -0.7, 0.4], [-0.6, -0.3, 0.5], [0.2, -0.1, -0.2], [0.2, 0.2, -0.2], [0.8, 0.1, -1.6], [-0.7, -0.4, 0.5], [0.1, 0.0, 1.0], [0.5, -0.4, -0.8], [-0.4, 0.1, 0.3], [0.1, 0.4, 0.3], [-0.1, -0.3, 0.7], [0.2, 0.2, -0.3], [0.1, 0.2, -0.4], [0.1, 0.3, 0.6], [0.1, -0.3, -0.4], [-0.2, -0.1, -0.2], [-0.4, 0.3, 0.3], [0.1, 0.0, -0.2], [0.3, 0.0, 0.0], [-0.3, 0.6, 0.7], [0.1, 0.1, -0.3], [0.6, 0.2, -0.3], [-0.6, -0.2, 0.1], [-0.2, 0.0, -0.2], [0.0, 0.0, 0.0]], "multiplicity": 1, "smiles": "C=CC(=C)C=C.O.O.O.O.O.O.O.O.O", "energy_ha": -921.2579, "homo_lumo_gap_ev": 9.16, "relative_energy_kcal_mol": 118.9}


(2)
{"formula": "C6H27NO6S", "method": "ωB97M-V with the def2-TZVPD basis set", "symbols": ["C", "C", "C", "S", "C", "N", "C", "C", "H", "H", "H", "H", "H", "H", "H", "H", "H", "H", "H", "H", "H", "H", "H", "H", "H", "O", "H", "H", "O", "H", "H", "O", "H", "H", "O", "H", "H", "O", "H", "H", "O"], "xyz": [[-1.209728, -1.105109, -2.046154], [-1.513268, -1.324802, -0.569971], [-2.243021, -2.665494, -0.257970], [-3.645146, -2.196169, 0.825690], [-0.511207, 0.265579, -2.316211], [0.403206, 0.900328, -1.340387], [1.518131, 1.751432, -1.708832], [1.447418, 2.925517, -0.689503], [-0.645618, -1.873744, -2.344848], [-2.185385, -1.045194, -2.774469], [-2.040826, -0.432509, -0.253709], [-0.536704, -1.341371, -0.006731], [-2.704984, -2.855177, -1.209505], [-1.513206, -3.413294, 0.117693], [-3.968146, -1.213329, -0.049790], [-0.073488, 0.100224, -3.337382], [-1.418614, 1.032219, -2.246749], [0.697847, 0.204399, -0.676115], [1.358341, 2.131054, -2.689300], [2.626402, 1.350513, -1.766566], [2.290060, 3.551116, -0.741528], [1.501597, 2.544426, 0.354016], [0.669303, 3.553493, -0.826000], [-0.211232, -2.004930, 2.862994], [0.043159, -0.561797, 2.575446], [0.545524, -1.417122, 2.685078], [-1.535109, 3.629987, 0.536501], [-1.261011, 2.368550, -0.315168], [-1.817829, 2.784802, 0.385453], [2.532920, -0.059444, 3.198532], [1.384433, 0.846888, 2.907664], [2.310488, 0.793279, 2.900528], [1.845842, -1.766686, 1.742653], [2.969245, -1.003822, 1.741086], [2.463515, -1.467233, 1.141826], [-1.774628, 0.936578, 2.318418], [-1.058454, 0.906294, 3.628764], [-0.911251, 0.963421, 2.713128], [1.526955, -1.975593, -2.091222], [2.391644, -1.676950, -0.761699], [2.252822, -2.140329, -1.615662]], "forces_ev_per_a": [[-3.2, 3.3, 0.5], [1.5, -0.1, 0.3], [0.2, 2.1, -0.3], [0.1, -0.3, 0.0], [-2.3, 1.2, -0.2], [2.0, -3.1, -2.4], [0.8, 1.4, 0.4], [2.4, -2.7, 1.6], [2.3, -2.9, -1.6], [2.2, -0.3, 1.9], [-0.3, 0.0, 0.5], [-0.7, 0.2, -0.4], [0.0, -1.3, -0.3], [-1.0, 0.3, -0.2], [-0.2, -0.3, 0.5], [-0.1, 1.4, 0.8], [1.7, -1.1, -1.0], [-0.2, -0.1, 1.6], [-0.4, 0.3, -0.9], [-2.4, -0.3, 0.8], [1.5, 0.6, -0.5], [-0.4, 0.1, -0.6], [-2.9, 1.6, -0.5], [0.6, -0.2, 0.1], [0.6, -0.6, 0.0], [-2.3, 0.4, 0.6], [1.3, 3.4, 0.5], [-0.7, 1.0, 1.0], [-0.8, -4.4, -1.5], [0.2, -1.4, 1.0], [-1.9, 0.2, 0.1], [1.8, 1.8, -0.7], [-3.0, -1.5, 1.5], [2.5, 2.0, 1.1], [1.2, -0.5, -4.1], [-0.7, 0.2, -0.5], [-0.4, 0.0, 2.1], [1.1, -0.1, -1.5], [-4.3, 1.3, -2.2], [-0.7, -0.4, -0.4], [4.9, -1.0, 2.8]], "multiplicity": 2, "energy_ha": -1148.7585, "homo_lumo_gap_ev": [9.36, 4.17], "relative_energy_kcal_mol": 0.0, "s_squared": 0.75, "total_charge": 1}


(3)
{"formula": "C6H27NO7", "method": "ωB97M-V with the def2-TZVPD basis set", "symbols": ["C", "C", "C", "C", "C", "C", "N", "H", "H", "H", "H", "H", "H", "H", "H", "H", "H", "H", "H", "H", "O", "H", "H", "O", "H", "H", "O", "H", "H", "O", "H", "H", "O", "H", "H", "O", "H", "H", "O", "H", "H"], "xyz": [[-0.945178, 1.031008, -3.377954], [-0.186414, 0.298815, -2.568310], [-0.366230, -1.206401, -2.607467], [1.103849, 0.790269, -1.971907], [1.095770, 0.828685, -0.429543], [2.387863, 1.518199, -0.017855], [0.978348, -0.540836, 0.060834], [-0.646218, 2.022312, -3.662402], [-1.877628, 0.649466, -3.760099], [-0.061624, -1.513788, -3.613870], [-1.402023, -1.547668, -2.602726], [0.129395, -1.842306, -1.884488], [1.328766, 1.790411, -2.345171], [1.911525, 0.140256, -2.306217], [0.226686, 1.357949, -0.048929], [3.254585, 0.892162, -0.250938], [2.489959, 2.496193, -0.495147], [2.511817, 1.732708, 1.050437], [1.069391, -0.595982, 1.070708], [1.657510, -1.140430, -0.392509], [0.010667, -3.345924, 1.044029], [0.094014, -2.382272, 1.148017], [-0.370573, -3.576100, 1.902043], [2.669578, -2.038583, 2.221206], [3.403304, -1.886118, 1.621658], [2.222351, -2.848750, 1.948616], [-2.570752, -1.788594, -0.245883], [-2.258857, -1.188595, 0.445066], [-1.857628, -2.443490, -0.248033], [0.372650, -0.772819, 3.167119], [-0.153922, -0.180617, 3.720460], [1.282047, -0.702584, 3.473586], [-3.036968, 0.970946, -0.641207], [-3.265244, 1.487604, -1.417755], [-3.046622, 0.036892, -0.902830], [-0.960297, 1.637561, 3.711613], [-1.644094, 2.059882, 3.153574], [-0.227134, 1.900793, 3.136432], [-1.743216, 2.667385, 1.331050], [-1.946023, 1.840509, 0.871101], [-1.633428, 3.391852, 0.713693]], "forces_ev_per_a": [[0.1, 0.2, 0.7], [0.5, -0.9, -0.8], [-0.8, -0.6, -0.6], [-0.8, 0.4, 0.2], [0.6, -0.5, -0.4], [0.5, 0.4, 0.7], [-0.4, -0.1, 0.2], [-0.1, 0.5, 0.1], [0.0, -0.2, -0.4], [0.4, -0.1, 0.1], [-0.2, 0.4, 0.2], [0.3, 0.4, 0.2], [-0.1, 0.0, 0.0], [0.2, -0.2, 0.1], [-0.1, 0.3, -0.2], [-0.1, 0.1, -0.4], [0.1, -0.1, -0.2], [-0.5, -0.2, 0.1], [0.3, 0.1, -0.1], [0.1, 0.0, 0.2], [-0.1, 0.4, 0.5], [0.1, 0.0, -0.3], [0.0, -0.3, -0.1], [0.1, 0.1, 0.3], [0.0, -0.2, -0.1], [0.1, 0.0, -0.2], [0.3, 0.0, 0.4], [-0.1, 0.0, 0.0], [-0.1, -0.1, -0.2], [0.0, -0.2, 0.0], [-0.2, 0.2, -0.1], [0.1, -0.2, 0.0], [-0.1, -0.1, 0.3], [0.1, -0.1, -0.1], [0.1, 0.1, -0.2], [-0.1, 0.6, -0.6], [-0.1, -0.3, 0.6], [0.3, -0.2, 0.4], [0.2, 0.0, 0.7], [-0.2, 0.4, -0.6], [-0.1, -0.3, -0.3]], "multiplicity": 1, "smiles": "C=C(C)C[C@H](C)N.O.O.O.O.O.O.O", "energy_ha": -826.2236, "homo_lumo_gap_ev": 9.48, "relative_energy_kcal_mol": 22.2}


(4)
{"formula": "C6H28FN13O6", "method": "ωB97M-V with the def2-TZVPD basis set", "symbols": ["N", "H", "H", "H", "H", "F", "C", "O", "N", "N", "H", "H", "H", "H", "C", "O", "N", "N", "H", "H", "H", "H", "C", "O", "N", "N", "H", "H", "H", "H", "C", "O", "N", "N", "H", "H", "H", "H", "C", "O", "N", "N", "H", "H", "H", "H", "C", "O", "N", "N", "H", "H", "H", "H"], "xyz": [[-0.398169, -0.126910, -0.307058], [-0.194942, -0.596856, -1.184045], [-1.303987, -0.364355, 0.076744], [-0.246986, 0.846011, -0.545434], [0.320664, -0.271316, 0.390538], [0.695101, -0.937317, -2.657114], [-2.422283, 1.317076, -2.587464], [-2.744755, 0.805898, -1.535098], [-2.964986, 2.375682, -3.146308], [-1.549141, 0.725661, -3.415792], [-3.825332, 2.792581, -2.824800], [-2.360919, 2.927370, -3.736699], [-1.094132, -0.118111, -3.097166], [-1.210165, 1.255976, -4.203752], [-2.080077, -2.029418, 2.756941], [-2.302229, -1.254555, 1.878531], [-0.905511, -2.451199, 3.198178], [-3.132976, -2.512999, 3.425338], [-0.787276, -2.909834, 4.088332], [-0.103339, -2.230260, 2.626159], [-4.001211, -2.325449, 2.946698], [-3.001110, -3.352975, 3.968623], [2.430690, -1.004731, 1.767652], [1.577678, -1.855843, 1.636898], [2.718151, -0.218443, 2.707246], [3.224282, -0.818146, 0.766535], [3.464974, 0.458439, 2.690438], [2.015175, -0.127830, 3.426792], [3.094224, -1.496318, 0.030480], [3.810360, -0.000473, 0.697245], [1.411223, 2.559510, -2.001233], [1.035718, 2.373532, -0.825926], [2.082458, 3.634561, -2.407168], [1.376577, 1.696776, -2.956810], [2.243826, 3.788148, -3.390343], [2.095098, 4.344191, -1.689371], [1.888114, 1.918822, -3.797496], [1.200628, 0.705296, -2.832737], [-0.263082, 2.163692, 2.834620], [0.157207, 0.996395, 2.899041], [-0.104053, 3.014468, 1.844527], [-0.638273, 2.883072, 3.896483], [-0.410994, 3.958146, 2.021149], [0.375806, 2.676745, 1.023762], [-0.733160, 2.163269, 4.600024], [-1.290188, 3.652822, 3.900822], [0.134286, -4.029835, -1.340475], [-0.116026, -5.072832, -0.768477], [1.151329, -3.243582, -0.966658], [-0.266375, -3.743446, -2.516859], [1.475762, -3.448418, -0.033188], [1.302627, -2.370894, -1.451279], [-0.835372, -4.320249, -3.116628], [0.005075, -2.801525, -2.764415]], "forces_ev_per_a": [[0.5, 0.6, 0.5], [0.6, -0.9, -0.7], [-0.5, 0.1, 0.3], [-0.6, 0.8, 0.0], [0.2, -0.9, 0.3], [-0.2, 0.1, 0.3], [0.3, -2.5, 0.3], [-0.5, 0.0, 1.0], [-1.4, 3.4, -1.1], [0.9, -0.4, -0.5], [0.5, -0.1, 0.3], [-0.5, 0.0, -0.1], [0.6, 0.2, -0.3], [0.1, -0.6, 0.1], [-0.5, -0.7, 1.3], [0.5, 2.1, -3.0], [1.8, -0.3, 0.1], [-1.5, -0.9, 1.4], [-0.1, 0.0, -0.4], [0.4, 0.1, 0.2], [0.0, -0.3, 0.4], [-0.5, 0.1, -0.2], [-0.4, -1.7, -2.6], [-2.3, -1.4, 1.3], [-0.4, 3.0, 6.4], [2.8, 0.0, -4.4], [-0.3, -0.3, -0.1], [0.2, 0.3, 0.1], [0.5, 0.5, -0.3], [0.0, -0.5, -0.4], [0.7, -0.4, 1.9], [-0.2, 0.3, -0.5], [0.4, 2.5, 1.2], [-0.4, -2.7, -2.8], [0.0, 0.5, 0.5], [0.3, 0.5, -0.7], [-0.1, -0.2, 0.1], [-0.5, -0.8, 0.3], [2.1, -0.3, -0.2], [-0.9, 1.0, -0.3], [0.2, -0.1, -2.7], [-1.0, -1.5, 3.7], [0.4, -0.2, -0.8], [-0.2, 0.7, -0.5], [-0.6, 0.8, 0.9], [0.0, -0.4, -0.2], [2.1, -3.1, 1.8], [-0.9, -0.9, 1.3], [1.1, 0.8, 1.7], [-2.2, 2.2, -4.6], [0.0, 0.7, -0.1], [0.1, 0.2, 0.2], [0.0, 0.2, 0.6], [-0.3, 0.0, -1.1]], "multiplicity": 1, "energy_ha": -1508.7593, "homo_lumo_gap_ev": 8.53, "relative_energy_kcal_mol": 46.8}


(5)
{"formula": "C6H28O10", "method": "ωB97M-V with the def2-TZVPD basis set", "symbols": ["C", "C", "C", "C", "C", "C", "O", "O", "H", "H", "H", "H", "H", "H", "H", "H", "H", "H", "H", "H", "O", "H", "H", "O", "H", "H", "O", "H", "H", "O", "H", "H", "O", "H", "H", "O", "H", "H", "O", "H", "H", "O", "H", "H"], "xyz": [[-2.246300, -1.448556, 0.508464], [-0.920722, -0.860681, 0.020594], [-0.033088, -1.913516, -0.634688], [-0.499032, -2.364673, -2.021724], [-0.515383, -1.245605, -3.080537], [0.714253, -0.402463, -2.967573], [0.784097, 0.746717, -2.578600], [1.794567, -1.033804, -3.437324], [-2.822318, -0.743115, 1.105646], [-2.060027, -2.333613, 1.128911], [-2.852150, -1.813277, -0.322367], [-0.382571, -0.406115, 0.844564], [-1.116113, -0.046305, -0.684095], [1.001946, -1.567158, -0.687227], [-0.000155, -2.802609, 0.003126], [0.138963, -3.181552, -2.377254], [-1.496131, -2.792357, -1.915876], [-1.407219, -0.625629, -3.007535], [-0.551911, -1.702907, -4.071985], [2.565349, -0.462528, -3.381450], [-0.529531, 1.283671, 3.893881], [-1.472139, 1.051312, 4.055111], [-0.515891, 1.836687, 3.051556], [1.528032, 2.019617, -0.203966], [1.393713, 1.627184, -1.083545], [2.050717, 1.355193, 0.307929], [-1.049848, 2.753128, -1.980550], [-0.480592, 3.416449, -1.587726], [-0.468448, 1.998025, -2.224382], [1.263717, -0.656134, 3.487775], [1.897197, -0.504640, 4.181113], [0.556185, 0.037612, 3.645087], [-2.818467, 2.257523, 0.034403], [-2.280552, 2.443400, -0.778647], [-3.083934, 1.336539, -0.078151], [2.790324, -0.007126, 1.211821], [2.225537, -0.223237, 2.005164], [3.038344, -0.867840, 0.829566], [0.278984, -3.196613, 2.991784], [-0.014138, -3.447834, 3.876181], [0.572816, -2.263371, 3.063888], [-0.554524, 2.670560, 1.523725], [0.141868, 2.372190, 0.886747], [-1.411679, 2.576061, 1.051730]], "forces_ev_per_a": [[0.3, -0.5, 0.0], [-0.3, -0.1, -0.2], [0.0, -0.3, 0.0], [0.1, -0.2, 0.2], [-0.4, -0.3, 0.1], [0.2, 0.3, -0.8], [-0.1, -0.3, 0.0], [-0.3, -0.5, 0.1], [-0.1, 0.1, -0.1], [0.1, 0.2, 0.1], [-0.2, 0.2, -0.1], [0.1, 0.1, 0.3], [0.1, 0.1, 0.0], [0.1, 0.2, -0.1], [0.0, 0.1, 0.1], [0.0, 0.2, 0.1], [-0.1, 0.1, -0.2], [0.2, 0.2, 0.2], [0.2, 0.1, 0.0], [0.2, 0.4, 0.1], [-0.8, 0.0, -0.4], [1.1, 0.3, -0.3], [-0.2, -0.3, 0.4], [0.2, -0.3, 0.1], [0.1, 0.1, 0.5], [-0.3, 0.3, -0.4], [0.0, -0.5, -0.4], [0.3, 0.1, 0.1], [-0.3, 0.5, 0.2], [-0.6, 0.5, -0.4], [0.4, 0.0, 0.5], [0.1, -0.2, -0.1], [0.1, -0.1, -0.6], [-0.3, 0.0, 0.4], [0.0, 0.1, 0.2], [-0.3, -0.7, 0.4], [0.4, 0.1, -0.6], [-0.2, 0.5, 0.3], [-0.1, 0.2, -0.1], [0.1, 0.1, -0.2], [-0.1, -0.5, 0.3], [0.2, -0.2, -0.2], [-0.4, 0.3, 0.3], [0.3, -0.1, 0.2]], "multiplicity": 1, "smiles": "CCCCCC(=O)O.O.O.O.O.O.O.O.O", "energy_ha": -997.8897, "homo_lumo_gap_ev": 10.92, "relative_energy_kcal_mol": 0.0}